Entry P
DFT (the ωB97M-V functional and the def2-TZVPD basis) results for C3H5N3O in the gas phase.

Each line ends with the Mulliken charge.
Geometry (Å):
C: 1.636 0.179 0.353  -0.7915
N: 0.185 0.352 0.349  0.7360
N: -0.377 1.370 0.872  -0.6374
N: -1.663 1.332 0.621  -0.3777
C: -1.966 0.263 -0.178  -0.3675
C: -0.662 -0.440 -0.322  0.4299
O: -0.415 -1.669 -0.869  -0.4822
H: 2.009 -0.400 -0.554  0.2058
H: 1.810 -0.440 1.204  0.3383
H: 2.048 1.144 0.537  0.3341
H: -3.005 0.096 -0.686  0.3112
H: 0.402 -1.787 -1.327  0.3010

2S+1 = 1
E_HOMO = -8.921 eV
SMILES = Cn1nncc1O
E_LUMO = 0.32 eV

---

Entry Q
DFT (the ωB97M-V functional and the def2-TZVPD basis) results for a molecular structure, C3H5N3O.

Each line ends with the Mulliken charge.
Geometry (Å):
C: -0.573 1.232 0.026  -0.1122
C: 0.896 1.340 -0.003  -0.5281
C: 1.225 -0.188 -0.044  0.3909
H: -1.759 -1.943 -0.603  0.3596
H: -2.566 -0.777 0.941  0.2873
H: -1.205 2.244 0.145  0.2797
H: 1.669 2.079 -0.390  0.2911
H: 2.490 -1.571 -0.148  0.3288
N: -2.121 -0.687 -0.247  -0.7517
N: -0.881 -0.063 0.105  0.6690
N: 0.177 -1.016 0.230  -0.7597
O: 2.647 -0.650 -0.012  -0.4547

2S+1 = 1
E_HOMO = -8.567 eV
E_LUMO = 0.58 eV

---

Tell me which of them is the most stable. Sure, it is entry P.

---

Entry P
DFT (the ωB97M-V functional and the def2-TZVPD basis) results for C3H5N3O in the gas phase.

Each line ends with the Mulliken charge.
Geometry (Å):
N: -1.790 0.380 0.419  -0.5564
C: -0.394 0.331 0.244  0.4880
C: 0.509 -0.705 0.720  -0.2442
N: 1.513 -0.796 -0.285  -0.0375
C: 1.422 0.164 -1.249  -0.4185
O: 0.452 0.552 1.385  -0.4987
N: 0.236 0.772 -0.968  -0.0141
H: -2.233 1.141 -0.082  0.2552
H: -2.237 -0.491 0.166  0.2453
H: 0.238 -1.581 1.302  0.4088
H: 2.332 -1.373 -0.193  0.1850
H: -0.047 1.605 -1.460  0.1871

2S+1 = 1
E_HOMO = -8.727 eV
E_LUMO = 0.84 eV

---

Entry Q
DFT (the ωB97M-V functional and the def2-TZVPD basis) results for C3H5N3O in the gas phase.

Each line ends with the Mulliken charge.
Geometry (Å):
H: -0.657 -2.671 0.167  0.2278
N: 0.011 -1.905 0.295  -0.7373
C: -0.380 -0.748 0.011  0.6677
C: -1.714 -0.338 -0.022  -0.2937
N: -1.899 0.945 0.006  -0.3134
O: -0.642 1.541 -0.174  -0.1569
N: 0.209 0.457 -0.284  0.1457
C: 1.623 0.859 -0.052  -0.8014
H: -2.619 -0.894 0.099  0.3662
H: 2.264 -0.042 -0.296  0.3384
H: 1.899 1.591 -0.782  0.2938
H: 1.907 1.205 1.033  0.2631

2S+1 = 1
E_HOMO = -8.917 eV
SMILES = [H]/N=c1\cnon1C
E_LUMO = 0.71 eV

---

Tell me which of them is the most stable. Sure, it is entry P.

---

Entry P
DFT (the ωB97M-V functional and the def2-TZVPD basis) results for 2 unconnected molecules or ions with the total composition C5H7N2.

Each line ends with the Mulliken charge.
Geometry (Å):
C: -0.066 2.045 0.755  -0.8059
C: -0.434 1.861 -0.566  0.0658
C: 0.219 0.781 1.254  -0.0868
C: 0.219 -2.286 -0.785  -0.8670
C: 0.217 -1.479 0.256  0.4477
N: -0.366 0.552 -0.825  -0.1438
N: 0.031 -0.112 0.275  0.1918
H: -0.013 2.970 1.288  0.4004
H: -0.728 2.572 -1.313  0.4641
H: 0.538 0.494 2.237  0.4609
H: 0.382 -3.339 -0.656  0.2479
H: 0.072 -1.969 -1.808  0.2194
H: 0.490 -2.157 1.580  0.2264
H: -0.560 0.068 -1.692  0.1791

2S+1 = 1
E_HOMO = -14.200 eV
Net charge = +1
E_LUMO = -4.40 eV

---

Entry Q
DFT (the ωB97M-V functional and the def2-TZVPD basis) results for a gas-phase ion, C5H7N2 (charge +1).

Each line ends with the Mulliken charge.
Geometry (Å):
C: 0.068 1.698 -0.063  -0.4757
C: 0.965 1.606 -1.076  0.6047
C: -0.406 0.606 0.490  0.0600
C: 0.247 -0.780 -0.006  -0.5266
C: 1.207 -0.806 -1.178  -0.5185
N: 1.648 1.199 -1.935  -0.3927
N: -1.491 0.469 1.429  -0.2256
H: 0.566 -1.299 0.929  0.4008
H: -0.679 -1.201 -0.388  0.3489
H: 2.343 -1.116 -0.863  0.2859
H: 0.987 -1.399 -2.099  0.3250
H: -1.475 -0.416 1.975  0.3918
H: -2.264 0.102 0.899  0.3704
H: -1.716 1.335 1.886  0.3516

2S+1 = 1
E_HOMO (spin up / spin down) = -13.222 / -13.220 eV
Net charge = +1
E_LUMO (spin up / spin down) = -5.25 / -5.25 eV

---

Tell me which of them is the most stable. Sure, it is entry P.

---

Entry P
DFT (the ωB97M-V functional and the def2-TZVPD basis) results for a molecular structure, C5H7N2.

Each line ends with the Mulliken charge.
Geometry (Å):
C: 0.110 1.241 0.712  -0.7716
C: 1.143 0.700 0.053  -0.0754
C: -1.089 0.494 0.705  0.8215
C: -2.315 0.407 1.127  -0.6425
C: 1.721 -1.113 -1.354  -0.0958
N: -0.315 -1.009 -0.230  -0.7060
N: 0.864 -0.539 -0.575  0.4566
H: 0.157 2.193 1.218  0.3846
H: 2.129 1.113 -0.057  0.3515
H: -2.960 -0.433 0.931  0.2808
H: -2.750 1.229 1.687  0.2689
H: 1.481 -2.041 -1.843  0.2481
H: 2.686 -0.670 -1.513  0.2216
H: -0.862 -1.573 -0.862  0.2578

2S+1 = 1
E_HOMO = -13.607 eV
Net charge = +1
E_LUMO = -5.14 eV

---

Entry Q
DFT (the ωB97M-V functional and the def2-TZVPD basis) results for a gas-phase ion, C5H7N2 (charge +1).

Each line ends with the Mulliken charge.
Geometry (Å):
H: -3.383 -1.405 -0.153  0.3277
N: -2.284 -1.295 -0.179  -0.4534
C: -1.874 -0.213 0.247  0.0445
N: -0.428 0.028 0.145  0.1054
C: -0.025 1.395 -0.107  -0.9359
C: 0.382 -0.872 0.070  0.3466
C: 2.217 -0.554 0.037  -0.9193
C: 3.428 -0.525 0.018  0.2245
H: -2.434 0.767 0.685  0.3043
H: 0.946 1.442 -0.399  0.3660
H: -0.746 1.765 -0.973  0.3710
H: -0.409 2.034 0.724  0.3420
H: 0.137 -1.979 -0.011  0.4267
H: 4.473 -0.589 -0.105  0.4498

2S+1 = 1
E_HOMO = -15.032 eV
Net charge = +1
SMILES = [H]/N=C/[N+](C)=C/C#C
E_LUMO = -5.29 eV

---

Entry R
DFT (the ωB97M-V functional and the def2-TZVPD basis) results for 2 unconnected molecules or ions with the total composition C5H7N2.

Each line ends with the Mulliken charge.
Geometry (Å):
C: -0.954 0.103 0.728  0.2494
C: -1.029 -0.914 -0.285  -0.5623
C: -1.760 0.278 1.837  0.2798
C: 0.504 0.504 0.371  -0.8181
C: 0.177 -0.103 -0.978  0.0472
N: -2.502 0.542 2.671  -0.0816
N: 1.314 -0.815 -1.757  -0.3257
H: 0.902 2.280 0.263  0.2302
H: 1.317 0.054 0.945  0.2982
H: -0.078 0.678 -1.581  0.2782
H: -2.896 0.360 3.552  0.3039
H: 1.623 -1.729 -1.399  0.3652
H: 2.200 -0.293 -1.611  0.3750
H: 1.182 -0.946 -2.755  0.3609

2S+1 = 1
E_HOMO = -12.028 eV
Net charge = +1
E_LUMO = -4.36 eV

---

Tell me which of them is the most stable. Sure, it is entry P.